#a
C4H10NO | ωB97M-V with the def2-TZVPD basis set

Structure (XYZ):
```
16
Properties=species:S:1:pos:R:3
C 0.43 -1.99 0.61
N -0.33 -0.92 -0.03
C -0.06 0.34 -0.18
C 0.91 0.99 0.70
C -1.01 1.08 -1.05
O -1.95 0.33 -1.73
H 0.54 -1.63 1.66
H -0.04 -2.92 0.56
H 1.35 -2.30 0.23
H -1.04 -1.39 -0.55
H 1.98 1.24 0.31
H 1.09 0.49 1.74
H 0.57 2.11 0.84
H -1.50 1.86 -0.43
H -0.38 1.81 -1.52
H -2.80 0.80 -1.97
```

As for the SMILES: C/[NH+]=C(\C)CO. The orbital gap is 10.958 eV. Its spin multiplicity is 1. Its net charge is +1. The HOMO energy is -15.35 eV.

***

#b
C4H10NO | ωB97M-V with the def2-TZVPD basis set

Structure (XYZ):
```
16
Properties=species:S:1:pos:R:3
C 1.23 -0.06 1.34
C 0.96 1.06 0.36
C 1.32 2.35 0.51
C -0.54 -0.19 -1.13
N 0.27 0.74 -0.79
H 0.71 -1.01 1.04
H 0.57 0.08 2.24
H 2.27 -0.32 1.73
H 1.52 3.22 -0.19
H 1.49 2.83 1.53
H -0.61 -0.51 -2.21
H -1.23 -0.63 -0.44
H 0.33 1.53 -1.44
H -2.21 -3.55 -1.10
H -3.46 -2.90 -0.49
O -2.62 -2.64 -0.95
```

The orbital gap is 8.305 eV. Its spin multiplicity is 1. Its net charge is +1. The HOMO energy is -14.05 eV.

***

#c
C4H10NO | ωB97M-V with the def2-TZVPD basis set

Structure (XYZ):
```
16
Properties=species:S:1:pos:R:3
C 2.15 -0.60 0.51
C 1.18 0.53 0.12
C -0.27 0.27 0.52
N -1.13 1.37 -0.01
C -0.83 -1.00 -0.12
O -1.51 -0.91 -1.11
H 2.43 -0.50 1.55
H 3.05 -0.51 -0.10
H 1.72 -1.58 0.38
H 1.18 0.62 -0.97
H 1.52 1.48 0.55
H -0.42 0.20 1.60
H -0.76 2.30 0.18
H -1.24 1.22 -1.02
H -2.08 1.32 0.38
H -0.58 -1.96 0.34
```

As for the SMILES: CC[C@@H]([NH3+])C=O. The orbital gap is 11.396 eV. Its spin multiplicity is 1. Its net charge is +1. The HOMO energy is -15.13 eV.

***

#d
C4H10NO | ωB97M-V with the def2-TZVPD basis set

Structure (XYZ):
```
16
Properties=species:S:1:pos:R:3
C -0.86 -1.26 0.45
C 1.17 0.02 -0.02
C 2.58 0.48 0.04
C -1.90 0.86 -0.18
N -1.37 -0.45 -0.37
O 0.82 -1.12 0.36
H -1.23 -1.11 1.44
H -0.86 -2.31 0.15
H 0.35 0.50 -0.45
H 2.97 1.11 -0.89
H 3.26 -0.38 0.22
H 2.60 0.98 1.04
H -1.10 1.48 0.30
H -2.18 1.18 -1.23
H -2.85 0.79 0.42
H -1.38 -0.76 -1.29
```

The orbital gap is 10.312 eV. Its spin multiplicity is 1. Its net charge is +1. The HOMO energy is -14.92 eV.

***

Unit: kcal/mol. Relative energies: #a 22.7; #b 59.3; #c 0.0; #d 47.5.

***

#a
C11H44O11 | ωB97M-V with the def2-TZVPD basis set

Structure (XYZ):
```
66
Properties=species:S:1:pos:R:3
C 14.24 10.86 5.75
O 13.03 10.09 5.66
H 14.51 11.26 4.74
H 14.15 11.69 6.45
H 15.00 10.13 6.15
H 12.19 10.53 5.87
C 11.82 15.88 7.98
O 11.69 14.49 8.41
H 12.83 16.03 7.59
H 11.10 16.22 7.22
H 11.76 16.55 8.83
H 11.01 14.55 9.13
C 8.53 14.84 11.04
O 8.98 14.31 9.82
H 8.54 15.94 10.97
H 7.48 14.61 11.32
H 9.06 14.51 11.84
H 8.78 13.40 9.62
C 5.85 11.25 9.55
O 6.20 9.92 9.49
H 4.80 11.25 9.81
H 6.50 11.81 10.26
H 5.96 11.81 8.60
H 7.12 9.85 9.15
C 9.43 10.89 10.26
O 8.92 11.56 9.11
H 8.56 10.73 10.89
H 9.88 9.96 10.00
H 10.20 11.53 10.71
H 9.72 11.77 8.52
C 11.55 12.78 12.40
O 11.55 11.54 12.98
H 12.49 13.13 12.01
H 10.78 12.85 11.62
H 11.30 13.53 13.14
H 12.15 10.93 12.54
C 9.27 12.88 6.20
O 10.44 12.50 6.95
H 8.54 12.08 6.32
H 8.88 13.81 6.53
H 9.59 12.86 5.15
H 10.83 13.32 7.23
C 13.27 8.43 9.05
O 12.45 8.06 10.10
H 12.74 9.26 8.56
H 14.26 8.73 9.32
H 13.43 7.62 8.31
H 12.62 8.65 10.82
C 6.32 10.53 14.35
O 6.91 10.85 13.07
H 7.03 10.09 15.00
H 5.96 11.45 14.73
H 5.46 9.90 14.24
H 6.27 11.29 12.46
C 13.54 9.38 13.89
O 13.71 9.72 12.55
H 14.13 8.48 14.15
H 13.82 10.16 14.60
H 12.51 9.13 14.08
H 14.58 9.88 12.24
C 9.81 7.36 11.40
O 9.58 7.23 10.02
H 10.54 8.15 11.61
H 8.86 7.65 11.79
H 10.21 6.48 11.86
H 10.44 7.34 9.61
```

As for the SMILES: CO.CO.CO.CO.CO.CO.CO.CO.CO.CO.CO. The orbital gap is 9.973 eV. Its spin multiplicity is 1. The HOMO energy is -9.69 eV.

***

#b
C11H44O11 | ωB97M-V with the def2-TZVPD basis set

Structure (XYZ):
```
66
Properties=species:S:1:pos:R:3
C 3.10 -13.14 -25.49
O 2.20 -13.13 -26.62
H 2.61 -12.57 -24.70
H 3.36 -14.15 -25.17
H 3.99 -12.57 -25.76
H 2.74 -13.43 -27.36
C 0.63 -7.07 -24.27
O -0.29 -7.06 -23.20
H 1.65 -6.92 -23.90
H 0.59 -8.09 -24.64
H 0.39 -6.36 -25.07
H -0.24 -7.90 -22.74
C 2.18 -4.66 -18.71
O 2.40 -4.84 -17.30
H 1.70 -3.70 -18.93
H 3.00 -4.83 -19.40
H 1.32 -5.27 -18.99
H 2.83 -5.69 -17.17
C 3.36 -10.15 -17.65
O 3.84 -9.12 -16.83
H 3.50 -9.80 -18.67
H 3.74 -11.16 -17.55
H 2.28 -10.27 -17.60
H 3.74 -9.39 -15.91
C 6.93 -7.44 -22.46
O 6.36 -8.50 -23.17
H 6.20 -7.09 -21.73
H 7.87 -7.81 -22.05
H 7.06 -6.60 -23.14
H 6.56 -9.36 -22.79
C 6.38 -9.21 -28.34
O 5.31 -8.59 -27.65
H 7.03 -9.62 -27.57
H 6.03 -10.05 -28.94
H 6.92 -8.55 -29.02
H 5.43 -8.81 -26.72
C 12.39 -3.91 -22.80
O 13.00 -4.77 -21.87
H 11.97 -3.03 -22.33
H 13.18 -3.57 -23.48
H 11.63 -4.43 -23.38
H 13.92 -4.93 -22.09
C 12.00 -9.07 -25.88
O 12.45 -9.42 -27.19
H 12.59 -8.27 -25.44
H 10.95 -8.78 -25.82
H 12.16 -9.90 -25.19
H 13.30 -9.86 -27.13
C 9.22 -9.16 -17.05
O 8.49 -7.99 -16.75
H 10.17 -8.91 -17.52
H 9.31 -9.88 -16.24
H 8.73 -9.76 -17.83
H 7.56 -8.19 -16.83
C 6.17 -14.12 -20.79
O 6.82 -13.04 -21.49
H 6.04 -15.02 -21.39
H 6.63 -14.42 -19.86
H 5.12 -13.89 -20.59
H 7.77 -13.12 -21.34
C 9.91 -3.85 -28.47
O 9.28 -2.73 -29.02
H 9.90 -4.67 -29.19
H 10.91 -3.83 -28.02
H 9.18 -4.11 -27.70
H 9.91 -2.34 -29.64
```

As for the SMILES: CO.CO.CO.CO.CO.CO.CO.CO.CO.CO.CO. The orbital gap is 10.116 eV. Its spin multiplicity is 1. The HOMO energy is -10.14 eV.

***

#c
C11H44O11 | ωB97M-V with the def2-TZVPD basis set

Structure (XYZ):
```
66
Properties=species:S:1:pos:R:3
C 16.49 -2.25 -11.52
O 16.59 -2.90 -12.76
H 17.04 -1.31 -11.57
H 15.45 -2.21 -11.19
H 17.06 -2.74 -10.72
H 16.67 -3.85 -12.66
C 12.45 -4.72 -6.80
O 11.42 -5.18 -7.57
H 12.45 -4.77 -5.71
H 13.28 -5.28 -7.24
H 12.62 -3.68 -7.08
H 11.85 -5.49 -8.37
C 5.85 -11.42 -12.49
O 5.10 -10.23 -12.55
H 5.55 -11.97 -11.60
H 5.77 -11.97 -13.43
H 6.89 -11.10 -12.43
H 4.55 -10.16 -11.77
C 8.46 -7.39 -15.94
O 7.38 -6.96 -15.17
H 8.80 -6.50 -16.46
H 9.24 -7.79 -15.29
H 8.18 -8.18 -16.64
H 6.93 -7.58 -14.59
C 10.95 -1.73 -12.15
O 10.19 -0.53 -12.31
H 10.30 -2.48 -11.71
H 11.46 -2.19 -13.00
H 11.70 -1.51 -11.40
H 10.75 0.12 -12.73
C 12.16 -8.37 -11.56
O 12.02 -6.97 -11.76
H 12.34 -8.82 -12.54
H 13.03 -8.39 -10.91
H 11.24 -8.81 -11.16
H 12.70 -6.59 -12.32
C 17.35 -6.97 -15.28
O 16.42 -6.95 -14.21
H 17.23 -7.77 -16.01
H 17.27 -6.03 -15.81
H 18.35 -6.87 -14.86
H 16.51 -7.84 -13.87
C 13.93 -3.08 -17.19
O 14.25 -1.91 -16.43
H 12.90 -3.10 -17.57
H 14.64 -3.06 -18.02
H 14.13 -3.97 -16.60
H 14.88 -2.11 -15.74
C 12.78 -10.23 -5.89
O 14.00 -9.97 -6.56
H 12.13 -11.01 -6.27
H 12.88 -10.32 -4.80
H 12.11 -9.37 -6.00
H 14.44 -9.25 -6.10
C 13.83 -14.32 -9.48
O 14.48 -13.07 -9.74
H 14.66 -15.02 -9.35
H 13.28 -14.31 -8.54
H 13.28 -14.79 -10.30
H 14.63 -12.57 -8.94
C 18.08 -11.34 -13.36
O 16.64 -11.12 -13.38
H 18.39 -11.29 -14.40
H 18.53 -10.53 -12.78
H 18.27 -12.36 -13.03
H 16.25 -11.49 -12.58
```

As for the SMILES: CO.CO.CO.CO.CO.CO.CO.CO.CO.CO.CO. The orbital gap is 10.111 eV. Its spin multiplicity is 1. The HOMO energy is -9.97 eV.

***

Unit: kcal/mol. Relative energies: #a 0.0; #b 44.1; #c 53.4.

***

#a
C2H7NOS2 | ωB97M-V with the def2-TZVPD basis set

Structure (XYZ):
```
13
Properties=species:S:1:pos:R:3
C 2.05 0.26 1.11
C -2.20 0.33 -0.04
N 1.43 -0.21 -0.05
O 3.26 -0.96 -1.61
S -3.23 0.06 -1.56
S 1.87 -0.69 -1.42
H 1.28 0.40 1.76
H 2.70 -0.59 1.48
H 2.57 1.22 0.87
H -1.90 1.35 -0.07
H -1.16 -0.08 0.19
H -2.88 0.13 0.78
H -3.78 -1.22 -1.45
```

The orbital gap is 8.695 eV. Its spin multiplicity is 1. The HOMO energy is -9.04 eV.

***

#b
C2H7NOS2 | ωB97M-V with the def2-TZVPD basis set

Structure (XYZ):
```
13
Properties=species:S:1:pos:R:3
N 1.58 0.11 -1.09
C 2.10 0.36 0.13
O 2.02 -0.38 1.09
H 1.09 -0.76 -1.24
H 1.73 0.80 -1.81
H 2.65 1.32 0.15
C -1.98 0.59 0.07
S -2.53 -1.04 0.66
S -0.79 -2.12 0.51
H -1.64 0.51 -0.95
H -2.84 1.26 0.17
H -1.20 0.93 0.75
H -0.19 -1.57 1.57
```

As for the SMILES: NC=O.CSS. The orbital gap is 9.582 eV. Its spin multiplicity is 1. The HOMO energy is -8.86 eV.

***

#c
C2H7NOS2 | ωB97M-V with the def2-TZVPD basis set

Structure (XYZ):
```
13
Properties=species:S:1:pos:R:3
N 2.35 1.43 0.30
C 1.33 1.65 -0.62
O 0.25 2.07 -0.31
H 2.07 0.82 1.05
H 3.32 1.47 0.04
H 1.67 1.73 -1.67
C -1.30 -0.77 -1.61
S -1.67 -1.08 0.16
S 0.23 -1.11 0.98
H -0.43 -1.28 -2.01
H -2.17 -1.08 -2.19
H -1.21 0.32 -1.66
H 0.22 0.17 1.39
```

As for the SMILES: NC=O.CSS. The orbital gap is 9.414 eV. Its spin multiplicity is 1. The HOMO energy is -8.96 eV.

***

Unit: kcal/mol. Relative energies: #a 56.4; #b 0.0; #c 14.2.

***

#a
C3H9NS2 | ωB97M-V with the def2-TZVPD basis set

Structure (XYZ):
```
15
Properties=species:S:1:pos:R:3
C -2.63 -0.21 -0.64
C -1.97 0.63 0.14
N -2.08 2.02 0.24
H -3.53 0.05 -1.18
H -2.42 -1.27 -0.56
H -1.19 0.24 0.80
H -2.93 2.38 -0.21
H -2.16 2.27 1.22
C 2.59 -1.57 -0.74
S 3.48 -0.08 -0.23
S 2.36 0.50 1.41
H 1.78 -1.82 -0.05
H 2.13 -1.37 -1.70
H 3.25 -2.43 -0.81
H 3.34 0.65 2.33
```

As for the SMILES: C=CN.CSS. The orbital gap is 9.056 eV. Its spin multiplicity is 1. The HOMO energy is -8.53 eV.

***

#b
C3H9NS2 | ωB97M-V with the def2-TZVPD basis set

Structure (XYZ):
```
15
Properties=species:S:1:pos:R:3
C 2.61 0.23 -0.79
C 1.96 -0.75 -0.17
N 1.76 -0.84 1.19
H 2.93 1.14 -0.31
H 2.57 0.21 -1.87
H 1.62 -1.57 -0.74
H 1.96 -0.03 1.74
H 0.95 -1.38 1.46
C -3.28 -0.02 -0.21
S -1.96 0.93 -1.01
S -0.89 1.50 0.61
H -2.89 -0.92 0.26
H -3.69 0.54 0.59
H -4.00 -0.20 -0.99
H 0.34 1.17 0.23
```

As for the SMILES: C=CN.CSS. The orbital gap is 8.898 eV. Its spin multiplicity is 1. The HOMO energy is -8.29 eV.

***

Unit: kcal/mol. Relative energies: #a 2.3; #b 0.0.